Record 1
{
  "formula": "C8H8BrCl3O",
  "method": "ωB97M-V/def2-TZVPD",
  "symbols": ["Cl", "C", "H", "C", "C", "Cl", "H", "H", "Cl", "H", "C", "C", "H", "O", "C", "C", "C", "H", "H", "Br", "H"],
  "coordinates": [[-2.39204, -1.85360, 3.28681], [-2.09867, -0.55705, 1.02294], [-2.64574, -1.15145, 0.43925], [1.06336, 1.34095, 0.47940], [-0.92619, 0.35374, -0.63214], [-0.04260, -0.38253, 2.75912], [2.06628, -1.61284, -0.97838], [1.31633, 2.13594, 1.07761], [-0.60577, -2.83097, 1.21913], [0.15552, -0.46376, -2.33340], [-1.33424, -1.40965, 1.89501], [1.91106, 0.16337, 0.15994], [-2.20122, 0.79971, 2.39663], [-2.72849, 0.51216, 1.62403], [-0.01671, -0.78826, -1.18451], [-0.19102, 1.46445, -0.07815], [1.33529, -0.85731, -0.57304], [-0.61643, -1.61454, -1.09761], [2.88595, 0.23433, 0.47938], [-2.34945, 0.71200, -1.90656], [-0.79661, 2.28406, 0.16595]],
  "atomic_forces_ev_per_a": [[-0.314, -0.633, -0.018], [2.857, 4.437, -0.780], [-2.839, -1.711, -2.507], [-2.343, -2.107, -2.982], [0.429, -2.518, 0.996], [-0.251, -0.544, -0.259], [-1.119, 0.467, 0.601], [1.281, 1.594, 1.282], [-0.146, -0.112, -0.135], [-0.351, -1.124, 2.219], [1.667, 0.476, 2.833], [-4.262, -0.329, -1.268], [-0.203, -0.169, -0.500], [0.257, -0.561, -0.041], [0.454, 4.091, -1.995], [0.905, -0.909, 1.150], [2.928, 1.092, 0.489], [-0.830, -2.459, -0.454], [2.141, -0.494, 0.481], [0.265, 0.124, 0.571], [-0.527, 1.388, 0.319]],
  "lowdin_charge": [0.5993, -0.4245, 0.0642, -0.0950, -0.6497, 0.6042, 0.1217, 0.0732, 0.7024, 0.1569, -1.4636, -0.0836, 0.0748, -0.0521, -0.2674, -0.1605, -0.1149, 0.0260, 0.0693, 0.7355, 0.0835],
  "e_homo_ev": -7.95,
  "multiplicity": 1
}

Record 2
{
  "formula": "C8H8BrClNO3",
  "method": "ωB97M-V/def2-TZVPD",
  "symbols": ["C", "C", "C", "C", "Cl", "C", "C", "O", "O", "O", "H", "Br", "C", "H", "H", "N", "H", "H", "H", "C", "H", "H"],
  "coordinates": [[-1.93471, -0.90045, 1.03538], [2.65524, -0.79792, -1.12024], [-1.21458, -0.00434, 0.07446], [2.54765, -1.18568, 0.09378], [2.95368, 2.55005, -0.77379], [1.74242, 1.66493, -0.08566], [-1.77018, 0.12939, -1.32758], [2.51497, -1.63385, 1.19169], [2.04017, 1.22504, 1.11942], [0.74865, 0.11689, 2.64092], [-2.96933, -0.63646, 0.88014], [-5.17489, 0.58701, -0.00962], [0.85938, 0.49427, 1.54071], [-1.81248, -1.94712, 0.81137], [-1.60435, -0.83108, 2.15034], [0.61357, 1.35018, -0.59264], [1.84403, -0.57457, -1.68616], [-2.34720, -0.75741, -1.49296], [3.58983, -0.61995, -1.45300], [0.00179, 0.56231, 0.37843], [-0.89589, 0.22538, -1.98053], [-2.38775, 0.98340, -1.39448]],
  "atomic_forces_ev_per_a": [[0.841, 0.815, 1.836], [-0.365, -0.724, 0.813], [1.375, -0.607, 0.901], [0.052, -2.467, 3.804], [1.148, 1.098, -1.032], [-1.857, -0.390, -0.524], [1.785, -0.715, 1.208], [0.129, 0.975, -2.373], [-0.181, -0.468, 1.556], [0.042, -0.762, 1.653], [-0.787, -0.099, 0.397], [0.050, -0.014, -0.030], [-0.370, 1.128, -0.638], [0.071, -0.466, -0.599], [-0.566, 0.346, -2.055], [1.530, 1.152, -0.341], [-2.241, 0.558, -1.515], [-0.485, -0.323, -0.458], [2.953, 0.571, -1.156], [-1.757, -0.497, -1.113], [-0.490, -0.031, -0.208], [-0.877, 0.918, -0.127]],
  "lowdin_charge": [-0.0543, 0.0228, -0.1753, -0.2423, 0.8196, -0.9554, -0.0505, 0.1675, 0.0245, 0.1697, -0.0425, -0.6795, -0.4064, 0.0810, 0.1160, 0.1165, 0.0475, 0.0715, 0.0450, -0.1924, 0.0717, 0.0455],
  "e_homo_ev": -4.08,
  "de_lowest_kcal_mol": 0.9,
  "charge": -1,
  "multiplicity": 1
}

Record 3
{
  "formula": "C8H8BrNO4",
  "method": "ωB97M-V/def2-TZVPD",
  "symbols": ["H", "C", "O", "C", "C", "N", "O", "C", "C", "H", "H", "C", "Br", "C", "O", "H", "H", "H", "H", "H", "C", "O"],
  "coordinates": [[-2.34168, -1.34261, -2.11775], [3.60803, 0.06177, -0.93877], [2.11778, 1.63745, -1.53100], [0.76658, 2.67261, 0.11640], [-2.85848, -0.37896, 1.04755], [2.47092, 0.59801, -0.88124], [1.08902, 1.98119, 0.97990], [-2.10562, -1.17878, -1.06687], [-0.52087, -0.82064, 0.68204], [-3.71431, 0.04840, 1.47205], [1.72581, 0.02452, -0.47700], [-1.52925, -0.45444, 1.55727], [4.05396, -1.28790, 0.29129], [-3.15522, -0.73387, -0.21434], [0.77739, -0.76831, 1.09227], [0.76942, -0.72251, 1.98115], [-4.15984, -0.89757, -0.38582], [-1.16307, 0.05833, 2.44084], [4.36357, 0.48923, -1.47657], [0.15950, -1.22110, -1.30720], [-0.79089, -1.18885, -0.62019], [0.43723, 3.42404, -0.64403]],
  "atomic_forces_ev_per_a": [[0.207, -0.284, 0.238], [0.332, -1.525, 1.917], [0.148, -0.200, -0.018], [1.009, -1.408, 1.916], [2.091, 0.257, 1.039], [-1.594, -0.067, -1.442], [0.244, -0.989, 1.308], [-0.496, 0.702, -0.231], [-0.661, -0.179, 0.660], [-0.627, 0.483, 1.910], [-0.003, 0.402, 0.907], [-0.791, 1.078, -0.874], [-0.010, -0.106, -0.315], [2.930, -1.995, -1.168], [-0.072, -0.785, -4.773], [0.384, 0.452, 4.807], [-1.901, 0.196, -1.255], [-0.606, -0.268, 0.409], [1.811, 1.058, -1.270], [-2.215, -0.532, 1.039], [1.538, 0.591, -1.862], [-1.716, 3.118, -2.943]],
  "lowdin_charge": [0.1053, -0.5240, -0.0977, -0.4955, -0.0822, -0.2073, 0.1790, -0.0518, -0.3439, 0.0905, 0.0932, 0.0077, 0.7383, -0.1028, 0.0184, 0.0481, 0.0809, 0.1177, 0.0540, 0.1538, -0.0255, 0.2436],
  "e_homo_ev": -9.07,
  "de_lowest_kcal_mol": 0.0,
  "multiplicity": 1,
  "smiles": "[O-]/[NH+]=C/Br.Oc1ccccc1.O=C=O"
}

Record 4
{
  "formula": "C8H8BrNOS",
  "method": "ωB97M-V/def2-TZVPD",
  "symbols": ["C", "H", "C", "N", "H", "Br", "H", "S", "O", "C", "C", "H", "H", "C", "H", "H", "C", "C", "H", "C"],
  "coordinates": [[-2.50943, 0.36664, 1.06680], [2.10252, -0.64028, 1.51266], [-2.05850, 0.42111, -1.19545], [0.21623, -1.70227, -0.09129], [-1.46232, 0.53038, -2.08249], [0.52518, 2.46529, -0.25453], [-2.40136, 0.39082, 2.13264], [-4.04863, 0.07135, 0.37258], [0.29294, -4.00195, -0.54294], [2.18078, -0.38302, 0.45819], [-3.39070, 0.18049, -1.21149], [2.82338, -1.11373, -0.02939], [2.63709, 0.59981, 0.36758], [-0.10114, 0.73762, 0.44454], [-4.03442, 0.06296, -2.06006], [0.05122, 0.78163, 1.52396], [0.79765, -0.38567, -0.19054], [0.35395, -2.85968, -0.36580], [0.89632, -0.15290, -1.25956], [-1.53835, 0.52349, 0.12312]],
  "atomic_forces_ev_per_a": [[-0.118, -0.076, -0.215], [-0.038, -0.034, 0.076], [-0.085, -0.041, 0.005], [-0.186, 0.246, 0.240], [0.113, 0.033, -0.212], [-0.035, -0.143, 0.096], [0.086, 0.021, 0.254], [0.367, 0.097, -0.159], [0.323, -1.294, -0.364], [-0.066, 0.047, -0.187], [-0.204, -0.043, 0.251], [0.046, -0.014, -0.005], [0.046, 0.034, 0.005], [0.035, -1.060, -0.307], [-0.094, -0.027, -0.215], [0.023, -0.004, -0.138], [0.597, 0.370, -0.130], [-0.589, 1.589, 0.516], [-0.046, 0.063, 0.198], [-0.175, 0.237, 0.291]],
  "lowdin_charge": [-0.3670, 0.0871, -0.1619, 0.1689, 0.1107, 0.7253, 0.0738, 0.9948, 0.1607, -0.0670, -0.4006, 0.0826, 0.0535, -0.5908, 0.0631, 0.0996, -0.4148, -0.3194, 0.1292, -0.4275],
  "e_homo_ev": -9.21,
  "de_lowest_kcal_mol": 0.0,
  "multiplicity": 1,
  "smiles": "C[C@@H](N=C=O)[C@@H](Br)c1ccsc1"
}